1.
This record from OMol25 describes a cluster of 3 separate species, C5H8O3 in total. The level of theory is wB97M-V/def2-TZVPD.

Structure (XYZ):
```
16
Properties=species:S:1:pos:R:3:forces:R:3
C 0.509207 1.044395 -0.406895 -2.884 -3.534 1.059
C 0.825037 -0.618378 -0.973180 -0.103 1.216 -1.706
C -1.114438 -0.769399 0.022274 -1.032 -0.392 -3.415
C -1.900927 -0.318946 1.182841 1.727 0.866 3.658
C -0.591899 0.479405 0.744799 3.627 -2.325 -0.752
H 2.530705 1.263928 -0.906506 -3.338 1.847 4.321
H -0.048780 1.640004 -1.097010 0.095 0.317 -0.930
H 0.663244 -0.641112 -2.118715 0.690 0.386 1.550
H 1.859773 -0.916493 -0.696296 -0.298 0.164 -0.531
H -1.772023 -0.621949 -0.943915 0.935 0.147 1.804
H -2.055873 -0.402296 2.387833 0.499 -0.404 -3.440
H -2.583450 0.171067 0.618495 -3.486 1.209 -0.456
H 1.839073 -0.247900 0.871618 -3.906 0.579 2.119
O 1.626974 1.631382 0.129498 3.939 -1.610 -4.602
O -0.071943 -1.605307 -0.474823 0.074 1.479 1.854
O 0.285320 -0.088401 1.659981 3.460 0.056 -0.531
```
Positions in Å, forces in eV/Å.

Calculated values
Highest occupied orbital energy = -8.21 eV
Energy above the lowest of the compared OMol25 structures with the same formula, charge and spin = 1278.5 kJ/mol
LUMO = -0.960 eV
Net charge = 0
Energy = -11444.2689 eV
Frontier orbital gap = 7.25 eV
Spin multiplicity = 1

2.
This record from OMol25 describes a structure of composition C6H15N6O12Pb. The level of theory is wB97M-V/def2-TZVPD.

Structure (XYZ):
```
40
Properties=species:S:1:pos:R:3:forces:R:3
Pb -0.275382 0.050711 0.683653 -0.572 -1.173 2.861
O 1.920694 -3.584248 2.088737 0.435 -1.288 -0.389
C 0.968559 -2.757544 2.575885 -3.339 2.634 2.234
O 0.018997 -3.092318 3.307014 1.749 -1.824 -0.955
O 1.129586 -1.528323 2.272668 0.824 0.675 -1.710
H 2.393556 -2.997112 1.486618 0.149 0.033 0.095
O -4.333929 -1.572907 1.393914 0.106 -0.318 -0.603
C -2.970811 -1.476206 1.420809 2.346 2.388 2.041
O -2.340194 -1.187961 2.440209 -1.182 -0.820 -0.169
O -2.424063 -1.417551 0.271756 -0.049 -0.678 -2.120
H -4.357590 -1.421577 0.434632 -1.085 -0.280 -0.011
O -0.886272 3.242134 4.014530 -0.803 1.173 -3.106
C -0.767102 2.210477 3.104521 1.846 -5.262 1.724
O -0.396517 1.133262 3.595978 -0.029 0.496 -0.277
O -0.978933 2.353457 1.865871 -0.568 1.972 -0.479
H -1.143356 3.759048 3.212647 -0.276 1.776 1.435
C -0.831259 1.219662 -2.886579 -0.498 -0.940 1.484
O -0.669058 0.965178 -1.701784 0.108 -0.184 -0.963
N -1.580333 0.468551 -3.742101 0.080 0.150 0.355
N -0.350195 2.347499 -3.434833 0.300 1.634 -1.773
H -2.028642 -0.354260 -3.375910 -0.041 0.043 -0.149
H -1.544258 0.694554 -4.718172 -0.226 -0.469 -0.018
H -0.722191 2.573575 -4.343945 0.284 0.111 -0.019
H 0.585979 2.676569 -3.288384 -0.156 -0.069 0.495
C 0.662189 -2.939556 -0.986258 -2.709 0.924 1.020
O 0.798045 -1.717026 -0.854264 0.991 -0.070 -0.994
N 1.700360 -3.758046 -1.168514 1.943 0.741 -0.593
N -0.577356 -3.456320 -0.905530 0.558 -1.059 -0.574
H 2.447394 -3.151618 -1.477526 0.565 -0.736 0.247
H 1.774670 -4.750946 -1.280462 -0.495 0.081 0.012
H -1.373417 -2.837466 -0.957232 -0.154 -0.011 0.816
H -0.637973 -4.459052 -0.866147 -0.613 0.146 0.007
C 1.960104 2.610807 0.357288 0.114 -1.783 0.948
O 1.789783 1.434538 0.716484 0.787 1.364 -0.374
N 1.941791 2.996609 -0.910991 -0.126 0.710 -1.451
N 2.268615 3.602943 1.206121 0.242 -0.239 1.849
H 1.982727 3.992004 -1.035985 0.008 -0.211 -0.857
H 1.899078 2.309218 -1.640148 -0.192 0.157 0.084
H 2.474717 3.258603 2.132424 -0.309 0.355 0.109
H 2.471983 4.560636 0.993020 -0.015 -0.151 -0.233
```
Positions in Å, forces in eV/Å.

Calculated values
Highest occupied orbital energy = -3.93 eV
Energy above the lowest of the compared OMol25 structures with the same formula, charge and spin = 304.7 kJ/mol
LUMO = 1.734 eV
Net charge = -1
Energy = -45229.2456 eV
Frontier orbital gap = 5.66 eV
Spin multiplicity = 1